Entry from the OMol25 dataset: C18H25FN2O4S in the gas phase (wB97M-V/def2-TZVPD).

The geometry in XYZ format:
```
51
Properties=species:S:1:pos:R:3:forces:R:3
S 4.571 1.181 0.547 -0.5 -0.1 0.1
F 3.154 -4.488 0.155 0.0 0.1 0.0
O -5.758 0.108 1.545 -0.1 0.0 0.1
O 5.061 1.468 1.862 -0.2 -0.1 0.1
O -2.854 -0.775 -2.027 0.1 0.0 -0.4
O 5.347 1.556 -0.599 -0.2 -0.2 -0.1
N 3.040 1.834 0.463 0.8 -0.2 0.3
N -3.481 -0.773 0.123 -0.4 -0.2 0.2
C -4.808 -1.252 -0.225 -0.3 0.2 -0.2
C 4.085 -2.578 -0.849 -0.1 -0.2 0.2
C -1.262 1.515 -0.413 0.1 -0.1 0.4
C 3.267 -2.523 1.438 0.0 0.0 -0.1
C 3.621 -1.189 1.524 0.0 -0.1 0.1
C 4.194 -0.564 0.432 0.3 0.6 -0.1
C -2.576 -0.552 -0.864 0.3 0.0 0.3
C 0.110 2.096 -0.086 -0.1 0.0 -0.4
C 3.502 -3.193 0.247 0.1 0.2 -0.1
C -1.206 -0.017 -0.464 -0.1 0.0 -0.5
C 1.201 0.135 -1.175 -0.2 0.2 -0.2
C -0.168 -0.452 -1.500 0.1 -0.1 0.2
C -3.389 -0.441 1.526 -0.2 0.3 0.2
C -4.478 0.587 1.871 0.3 -0.1 0.1
C 2.525 2.262 -0.820 -0.4 -0.1 -0.6
C -5.848 -0.203 0.170 0.1 -0.3 -0.2
C 4.434 -1.242 -0.747 0.1 0.0 0.0
C 1.146 1.660 -1.123 0.3 0.0 0.4
H -6.859 -0.578 0.008 0.1 0.0 -0.1
H 0.837 2.035 -2.105 0.0 0.0 0.0
H 0.047 3.186 -0.059 0.0 0.1 0.1
H -4.489 0.788 2.944 0.1 0.0 -0.1
H 4.256 -3.142 -1.752 0.0 -0.1 -0.1
H -0.111 -1.542 -1.520 0.0 0.0 -0.1
H 2.820 -3.047 2.267 0.0 -0.1 0.1
H 4.898 -0.715 -1.565 0.0 0.0 -0.2
H 3.470 -0.622 2.428 -0.1 0.0 0.2
H -3.567 -1.352 2.112 0.1 0.1 0.0
H 3.249 1.930 -1.567 -0.1 0.2 -0.1
H -5.001 -2.184 0.316 0.0 0.0 0.0
H -4.279 1.524 1.327 0.0 -0.1 0.1
H 2.861 2.451 1.237 0.2 0.1 0.3
H -5.696 0.707 -0.429 0.0 -0.1 0.0
H -2.413 -0.038 1.783 0.0 0.0 0.0
H -0.498 -0.122 -2.485 0.0 -0.1 0.0
H 0.428 1.750 0.900 0.0 0.0 0.1
H -1.989 1.845 0.334 -0.1 0.0 0.0
H 1.924 -0.183 -1.930 0.1 0.0 0.0
H 1.543 -0.240 -0.208 0.1 0.0 0.0
H -0.906 -0.412 0.511 0.0 0.0 0.0
H -4.830 -1.435 -1.300 0.0 0.0 0.1
H 2.468 3.355 -0.870 0.1 -0.1 0.0
H -1.593 1.881 -1.387 -0.1 0.0 0.0
```
Forces are in eV/Å.

Computed properties:
energy relative to the best compared isomer or geometry (same formula, charge and spin)	0.0	kcal/mol
maximum force	0.844	eV/Å
lowest unoccupied orbital energy	0.01456	Eh
HOMO-LUMO gap	9.5311	eV
SMILES	O=C([C@H]1CC[C@H](CNS(=O)(=O)c2ccc(F)cc2)CC1)N1CCOCC1
E	-1609.434723	hartree

***

Entry from the OMol25 dataset: a gas-phase ion, C18H25FN3O (charge +1) (wB97M-V/def2-TZVPD).

The geometry in XYZ format:
```
48
Properties=species:S:1:pos:R:3:forces:R:3
F 1.683 -2.186 -0.519 -1.1 1.1 0.8
O -1.991 -3.701 -1.663 -0.2 0.9 -0.3
N 0.322 -0.459 0.557 1.4 0.5 -4.0
N 2.121 0.615 -0.823 0.1 -0.6 0.2
N -0.146 1.465 -0.673 2.2 0.6 1.8
C 0.911 0.491 -0.328 -3.6 0.5 0.6
C -0.018 1.830 1.760 0.6 0.7 0.3
C 2.694 -1.289 2.150 -0.2 -0.6 0.6
C -1.356 -2.996 -2.746 0.9 -0.3 -0.6
C -1.093 -1.448 -2.485 -0.3 0.0 -0.9
C -0.997 1.447 0.550 0.7 -1.3 2.4
C 0.856 2.123 2.576 0.0 -0.2 -2.0
C 1.426 -2.220 1.912 0.1 0.2 -1.2
C -2.714 2.647 3.413 1.1 -1.2 -1.1
C -2.287 2.361 0.653 0.0 0.7 1.5
C 2.521 1.686 -1.788 0.2 1.5 -0.3
C -2.218 -0.934 -0.099 -0.3 0.8 -0.3
C -2.580 2.575 2.194 0.0 -0.5 0.0
C -2.229 -0.694 -1.668 0.2 -0.4 -0.6
C 3.099 2.954 -1.086 -0.4 0.2 -0.2
C 0.739 -1.872 0.497 0.9 -2.2 2.8
C 3.449 4.043 -0.649 0.7 -0.9 -1.0
C -1.118 -0.131 0.714 -1.9 0.7 1.9
H 3.262 1.279 -2.551 -0.8 0.4 1.3
H 3.311 -1.780 2.966 -0.6 0.7 -1.0
H -0.329 -3.480 -2.879 -1.4 0.5 0.3
H 2.420 -0.251 2.507 0.2 -1.2 -0.5
H -2.178 -2.028 0.207 0.1 1.4 -0.6
H -1.440 -0.233 1.807 0.8 -0.3 -1.3
H 2.825 -0.077 -0.520 -0.6 0.5 -0.4
H -1.064 -0.954 -3.518 0.1 -0.7 1.3
H 0.249 2.423 -0.608 0.2 -0.6 -0.9
H -1.907 -3.211 -3.722 0.5 0.6 1.2
H -2.159 0.412 -1.935 -0.1 -1.4 0.7
H 1.736 -3.311 1.845 -0.4 1.3 0.2
H 1.617 2.005 -2.408 1.1 -0.5 1.0
H 0.631 -2.112 2.724 1.1 -0.1 -1.0
H -2.531 2.411 4.500 -0.7 0.9 -1.8
H -3.228 -0.559 0.288 1.4 -0.4 -0.3
H 4.027 4.990 -0.448 -1.3 -1.6 0.0
H -0.049 -1.341 -2.068 -1.3 0.0 -0.2
H 3.335 -1.226 1.220 -0.6 -0.2 1.1
H -0.116 -2.612 0.395 0.7 1.4 -0.4
H 1.858 2.389 3.012 -1.9 -0.4 -0.3
H -2.024 3.396 0.256 -0.5 -1.4 0.2
H -3.201 1.932 0.143 1.2 0.5 0.5
H -3.228 -1.037 -2.106 1.2 0.4 0.7
H -2.891 -3.333 -1.558 0.6 -0.4 -0.2
```
Forces are in eV/Å.

Computed properties:
net charge	+1
maximum force	4.248	eV/Å
lowest unoccupied orbital energy	-0.10479	Eh
HOMO-LUMO gap	9.8210	eV
SMILES	C#CCNC1=[N+]([C@@H](F)CC)[C@H](CCCCO)[C@](C#C)(CC#C)N1
E	-1039.710004	hartree

***

Entry from the OMol25 dataset: C18H25FN4O4 in the gas phase (wB97M-V/def2-TZVPD).

The geometry in XYZ format:
```
52
Properties=species:S:1:pos:R:3:forces:R:3
F -1.114 -2.574 3.601 -0.2 0.6 -0.1
O 1.934 1.931 -5.219 -5.5 0.4 -0.2
O 0.660 1.137 5.760 6.9 -8.6 6.9
O 0.490 -3.753 -1.680 11.3 0.1 -12.5
O -1.003 -4.946 -0.675 2.3 4.8 0.1
N -0.210 -3.744 -0.885 -12.9 -5.3 12.0
N 0.474 -1.192 -1.471 6.7 7.9 2.8
N -0.088 -0.078 3.266 1.7 0.6 0.0
N 0.903 0.448 -4.043 -10.7 -0.6 -1.4
C -0.791 -3.116 1.380 1.3 4.6 -2.4
C -0.880 2.253 4.686 -6.5 4.7 -1.7
C 0.885 1.249 3.385 -3.7 -4.6 0.1
C 1.516 0.206 -1.538 -4.4 -1.2 -4.0
C 0.094 -1.526 -0.280 4.3 13.4 3.1
C 0.374 1.743 4.754 9.0 9.0 -11.6
C 0.281 -0.395 0.940 -8.0 -14.7 2.2
C 1.882 0.186 -3.169 3.6 1.2 3.6
C -1.156 2.112 6.094 -6.9 0.9 5.0
C -0.030 -1.031 2.245 0.5 8.2 -3.8
C -0.342 0.916 6.555 -8.3 -0.1 2.2
C -0.424 1.518 -5.790 3.7 -0.6 -4.1
C -0.329 0.446 -6.921 -5.4 -1.9 3.4
C -0.795 -2.153 2.332 0.1 -4.5 0.9
C -0.316 -2.612 0.043 -6.0 -13.7 5.6
C -0.635 -0.300 -3.579 4.4 0.0 1.0
C 0.697 1.466 -4.960 11.4 -1.7 2.2
C -0.206 -1.411 -2.568 -1.4 -0.3 -5.4
H 1.818 0.781 3.345 1.9 0.0 0.2
H -1.128 0.070 6.536 1.8 -0.3 -1.8
H 2.594 1.104 -3.300 -0.4 -2.2 0.1
H -0.432 0.894 7.619 2.5 0.7 1.2
H -1.165 -0.772 -4.390 0.3 0.0 -0.5
H -0.366 2.440 -6.244 -0.3 2.2 -1.1
H -1.504 1.646 4.072 -0.7 -0.9 -0.2
H 0.873 0.233 0.686 7.0 8.1 -2.1
H 0.026 -0.536 4.133 -0.2 -0.6 1.3
H 1.232 2.706 4.808 -2.0 -1.1 -0.4
H -1.184 3.338 4.241 1.6 -2.3 1.1
H -1.273 1.347 -5.388 -5.8 -0.7 3.2
H -2.327 2.014 6.409 2.4 -0.2 -1.1
H -1.267 0.404 -3.095 -0.3 1.0 0.3
H 2.268 -0.847 -3.406 0.5 1.2 0.6
H -1.096 -1.778 -2.179 -2.2 -1.7 -0.4
H -1.269 0.655 -7.486 0.7 -0.4 0.0
H -0.530 -0.637 -6.441 1.0 2.4 -1.3
H 0.657 1.782 2.474 -0.1 0.9 0.3
H -0.979 2.965 6.751 0.9 0.4 -0.5
H 2.447 -0.045 -1.072 0.1 0.2 0.9
H 0.816 1.172 -1.273 2.2 -2.5 -0.3
H 0.447 0.511 -7.538 3.4 0.1 -2.2
H 0.446 -2.113 -3.049 -0.9 -1.0 -1.8
H -0.971 -4.116 1.523 -0.9 -2.0 0.2
```
Forces are in eV/Å.

Computed properties:
energy relative to the best compared isomer or geometry (same formula, charge and spin)	418.7	kcal/mol
maximum force	18.423	eV/Å
lowest unoccupied orbital energy	-0.00151	Eh
HOMO-LUMO gap	8.3508	eV
SMILES	CCC(=O)N1CCN(c2cc(NC[C@H]3CCCO3)c(F)cc2[N+](=O)[O-])CC1
E	-1319.997227	hartree

***

Entry from the OMol25 dataset: a molecular structure, C18H25LiN3O2PS3 (wB97M-V/def2-TZVPD).

The geometry in XYZ format:
```
53
Properties=species:S:1:pos:R:3:forces:R:3
S -3.535 4.305 -0.280 0.0 0.0 0.0
S -0.675 -1.115 -0.479 0.0 0.0 0.0
S 1.796 0.977 0.389 0.0 0.1 0.0
P 1.262 -0.681 -0.557 0.0 0.0 -0.1
O 1.775 -0.535 -2.059 0.0 0.0 0.0
O 2.134 -1.946 -0.088 0.0 0.0 0.0
N 0.795 0.893 3.689 0.0 0.0 0.0
N -1.734 2.487 0.002 0.0 0.0 0.0
N -1.247 0.565 2.666 0.0 0.0 0.0
C -1.714 2.848 -1.343 -0.1 0.1 0.0
C -2.646 3.832 -1.690 0.0 0.0 0.0
C -2.399 -0.214 5.063 0.0 0.0 0.0
C 1.945 -2.460 1.251 0.0 0.0 0.0
C -0.854 2.327 -2.311 0.0 0.0 0.0
C -2.536 0.209 2.737 0.0 0.0 0.0
C 0.708 -0.993 -4.148 0.0 0.0 0.0
C -2.620 3.170 0.642 0.0 0.0 0.0
C 1.480 -3.896 1.135 0.0 0.0 0.0
C 2.858 -2.145 -3.460 0.0 0.0 0.0
C -2.754 4.306 -2.996 0.0 0.0 0.0
C -1.071 0.130 5.014 0.0 0.0 0.0
C 1.519 -1.593 -3.019 0.0 0.0 0.0
C 3.253 -2.301 1.998 0.0 0.0 0.0
C -3.165 -0.181 3.897 0.0 0.0 0.0
C -1.904 3.775 -3.943 0.0 0.0 0.0
C -0.512 0.517 3.783 0.0 0.0 0.0
C -0.961 2.797 -3.602 0.0 0.0 0.0
Li -0.603 0.961 0.747 0.0 0.0 0.1
H -4.208 -0.458 3.894 0.0 0.0 0.0
H 1.263 -0.172 -4.608 0.0 0.0 0.0
H 2.227 -4.488 0.604 0.0 0.0 0.0
H 3.453 -1.359 -3.928 0.0 0.0 0.0
H 4.041 -2.876 1.507 0.0 0.0 0.0
H 2.711 -2.950 -4.182 0.0 0.0 0.0
H -2.798 3.052 1.702 0.0 0.0 0.0
H 3.146 -2.663 3.022 0.0 0.0 0.0
H 0.538 -3.940 0.589 0.0 0.0 0.0
H -3.477 5.067 -3.257 0.0 0.0 0.0
H -1.964 4.124 -4.965 0.0 0.0 0.0
H 1.209 0.903 2.761 0.0 0.0 0.0
H -0.125 1.575 -2.041 0.0 0.0 0.0
H -3.077 0.232 1.797 0.0 0.0 0.0
H 3.406 -2.536 -2.603 0.0 0.0 0.0
H 3.549 -1.252 2.019 0.0 0.0 0.0
H -2.844 -0.517 6.003 0.0 0.0 0.0
H 1.333 -4.326 2.127 0.0 0.0 0.0
H -0.241 -0.615 -3.769 0.0 0.0 0.0
H 1.168 -1.867 1.744 0.0 0.0 0.0
H 1.409 0.642 4.444 0.0 0.0 0.0
H -0.451 0.107 5.900 0.0 0.0 0.0
H 0.936 -2.375 -2.527 0.0 0.0 0.0
H -0.302 2.404 -4.366 0.0 0.0 0.0
H 0.505 -1.748 -4.909 0.0 0.0 0.0
```
Forces are in eV/Å.

Computed properties:
maximum force	0.110	eV/Å
lowest unoccupied orbital energy	0.01421	Eh
HOMO-LUMO gap	8.5031	eV
E	-2559.349238	hartree